The following is a quantum chemistry calculation of 8 unconnected molecules or ions with the total composition C6H30N2O7 at a distorted geometry, from the OMol25 dataset.

Properties
* SMILES: CCN(C)[C@@H](C)CN.O.O.O.O.O.O.O
* max |F|: 0.083 hartree/bohr
* orbital gap: 9.0 eV
* LUMO: 0.1089 eV

ORCA input file:
```
! RIJCOSX wB97M-V def2-TZVPD def2/J DEFGRID3
* xyz 0 1
C 2.50 -0.20 -0.80
C 1.06 0.35 -0.58
N 0.84 1.03 0.68
C 0.93 0.25 1.93
C 1.56 2.34 0.88
C 3.00 2.49 0.49
C 0.91 3.41 -0.08
N -0.57 3.27 -0.30
H 3.13 0.04 0.02
H 2.95 0.43 -1.56
H 2.53 -1.26 -1.11
H 0.85 1.01 -1.42
H 0.28 -0.45 -0.66
H 0.87 0.82 2.88
H 0.05 -0.46 1.98
H 1.65 -0.51 2.08
H 1.32 2.62 1.92
H 3.34 3.56 0.63
H 3.23 2.33 -0.58
H 3.67 1.86 1.10
H 1.20 3.42 -1.20
H 1.34 4.45 0.11
H -0.71 2.25 -0.22
H -1.14 3.54 0.51
O -1.23 -2.36 2.13
H -0.40 -2.48 1.63
H -1.94 -2.20 1.50
O 0.18 -3.83 -1.62
H 0.90 -4.42 -1.37
H -0.63 -3.91 -1.10
O -2.44 0.19 0.36
H -1.50 -0.03 0.43
H -2.52 0.47 -0.56
O -2.10 -4.08 -0.08
H -2.22 -4.25 0.85
H -2.83 -3.63 -0.59
O -2.39 2.74 1.99
H -2.09 1.89 1.63
H -3.22 2.47 2.44
O -3.32 -2.52 -1.67
H -2.74 -1.88 -1.23
H -2.63 -2.60 -2.51
O -0.88 -2.11 -3.22
H -0.15 -2.75 -2.98
H -0.66 -1.28 -2.72
*
```

The following is a quantum chemistry calculation of a molecular structure, C67H52F4GeOP3PdS at a distorted geometry, from the OMol25 dataset.

Properties
* max |F|: 0.025 hartree/bohr
* orbital gap: 8.1 eV
* LUMO: -2.7627 eV

ORCA input file:
```
! RIJCOSX wB97M-V def2-TZVPD def2/J DEFGRID3
* xyz 1 1
Pd 0.02 -0.54 -0.20
F 0.61 0.43 -4.79
Ge 0.47 0.30 -3.01
C -1.38 0.99 -2.93
C -1.59 1.99 -3.89
C -2.79 2.66 -3.97
C -3.81 2.37 -3.08
C -3.63 1.38 -2.13
C -2.43 0.69 -2.06
P -2.17 -0.69 -0.92
C -3.62 -0.73 0.16
C -4.85 -1.08 -0.39
C -6.00 -1.03 0.37
C -5.93 -0.61 1.70
C -4.71 -0.28 2.26
C -3.55 -0.34 1.50
C -2.39 -2.15 -2.00
C -2.27 -2.07 -3.39
C -2.46 -3.19 -4.19
C -2.78 -4.41 -3.61
C -2.94 -4.49 -2.24
C -2.75 -3.38 -1.44
C 1.28 -1.51 -2.95
C 1.11 -2.20 -4.15
C 1.84 -3.35 -4.43
C 2.80 -3.79 -3.54
C 2.97 -3.13 -2.34
C 2.19 -2.02 -2.01
P 2.34 -1.27 -0.35
C 3.93 -0.35 -0.45
C 4.02 1.03 -0.52
C 5.25 1.66 -0.69
C 6.41 0.91 -0.79
C 6.33 -0.48 -0.72
C 5.11 -1.10 -0.54
C 2.87 -2.58 0.81
C 3.41 -2.14 2.02
C 3.73 -3.05 3.02
C 3.53 -4.40 2.81
C 3.01 -4.85 1.61
C 2.67 -3.94 0.61
C 1.57 1.85 -2.59
C 2.49 2.30 -3.53
C 3.16 3.51 -3.34
C 2.88 4.28 -2.22
C 1.96 3.85 -1.28
C 1.32 2.63 -1.46
P 0.27 1.90 -0.16
C -1.23 2.91 -0.11
C -2.13 2.68 0.93
C -3.26 3.47 1.07
C -3.50 4.50 0.17
C -2.60 4.74 -0.87
C -1.47 3.94 -1.01
C 1.11 2.39 1.39
C 2.00 1.53 2.03
C 2.71 1.96 3.14
C 2.54 3.24 3.63
C 1.63 4.09 3.02
C 0.91 3.67 1.91
H -0.80 2.23 -4.60
H -2.93 3.43 -4.72
H -4.75 2.92 -3.12
H -4.43 1.15 -1.44
H -4.91 -1.40 -1.43
H -6.95 -1.30 -0.07
H -6.83 -0.57 2.30
H -4.65 0.02 3.30
H -2.59 -0.14 1.96
H -2.05 -1.12 -3.87
H -2.36 -3.10 -5.26
H -2.93 -5.28 -4.23
H -3.21 -5.44 -1.78
H -2.90 -3.47 -0.37
H 0.43 -1.82 -4.89
H 1.68 -3.87 -5.37
H 3.41 -4.65 -3.78
H 3.71 -3.49 -1.64
H 3.15 1.65 -0.44
H 5.29 2.74 -0.73
H 7.37 1.40 -0.92
H 7.23 -1.08 -0.79
H 5.08 -2.18 -0.47
H 3.59 -1.09 2.19
H 4.14 -2.69 3.95
H 3.78 -5.11 3.59
H 2.85 -5.91 1.44
H 2.24 -4.31 -0.31
H 2.68 1.72 -4.43
H 3.88 3.84 -4.07
H 3.39 5.23 -2.08
H 1.78 4.44 -0.40
H -1.92 1.90 1.65
H -3.95 3.28 1.88
H -4.38 5.13 0.27
H -2.78 5.54 -1.57
H -0.79 4.13 -1.83
H 2.12 0.52 1.69
H 3.40 1.28 3.63
H 3.10 3.58 4.50
H 1.47 5.09 3.40
H 0.20 4.34 1.45
O -0.71 0.24 2.78
S -0.51 1.15 3.96
C -1.97 1.01 4.97
C -2.64 2.19 5.27
C -3.80 2.14 6.04
C -4.27 0.93 6.50
C -3.60 -0.25 6.19
C -2.45 -0.22 5.42
C 0.65 0.30 5.02
C 0.96 -1.03 4.75
C 1.90 -1.67 5.55
C 2.51 -0.98 6.59
C 2.20 0.35 6.83
C 1.27 1.00 6.04
H -2.26 3.13 4.89
H -4.32 3.06 6.28
H -5.17 0.89 7.10
H -3.97 -1.20 6.56
H -1.92 -1.13 5.18
H 0.50 -1.53 3.91
H 2.15 -2.70 5.35
H 3.24 -1.49 7.21
H 2.69 0.88 7.64
H 1.03 2.04 6.21
F -1.64 -2.48 1.23
C -0.36 -2.43 0.75
F -0.16 -3.58 0.12
F 0.40 -2.44 1.87
*
```

The following is a quantum chemistry calculation of a molecular structure, C19H26ClF9I2N3O6S at a distorted geometry, from the OMol25 dataset.

Properties
* max |F|: 0.035 hartree/bohr
* orbital gap: 7.6 eV
* LUMO: -4.4030 eV

ORCA input file:
```
! RIJCOSX wB97M-V def2-TZVPD def2/J DEFGRID3
* xyz 1 1
C -1.23 1.96 4.33
C -1.94 1.88 2.97
C -0.96 1.77 1.80
C -0.48 0.33 1.56
N 0.07 0.11 0.22
C -0.75 -0.45 -0.77
C -1.07 0.54 -1.95
Cl -2.65 1.25 -1.63
O -1.11 -0.08 -3.19
C 0.17 -0.54 -3.55
C 0.87 -1.35 -2.42
C 2.01 -0.51 -1.84
C 3.23 -0.49 -2.75
O 3.90 0.46 -2.85
O 3.51 -1.68 -3.36
N -0.17 -1.79 -1.37
C -1.26 -2.66 -1.99
I -0.82 -3.67 -3.76
C -2.43 -2.89 -1.36
C -2.88 -2.50 0.03
I -3.94 -3.99 -2.25
S 0.58 -2.97 -0.03
O 0.15 -2.51 1.24
O 0.20 -4.24 -0.54
C 2.49 -3.13 0.07
F 3.04 -3.08 -1.13
F 2.56 -4.37 0.53
C 3.19 -2.18 1.11
F 3.22 -2.82 2.28
F 2.50 -1.04 1.26
C 4.66 -1.84 0.71
F 5.30 -3.00 0.51
F 4.64 -1.14 -0.44
C 5.46 -1.02 1.76
F 6.61 -0.68 1.22
F 5.68 -1.73 2.85
F 4.79 0.08 2.09
H -0.79 1.00 4.63
H -1.92 2.27 5.12
H -0.42 2.70 4.31
H -2.55 2.78 2.84
H -2.59 1.00 3.00
H -1.41 2.18 0.88
H -0.08 2.38 2.03
H -1.27 -0.39 1.77
H 0.32 0.10 2.29
H 0.59 0.92 -0.10
H -1.72 -0.66 -0.34
H -0.36 1.37 -1.96
H 0.81 0.32 -3.80
H 0.06 -1.13 -4.46
H 1.34 -2.25 -2.84
H 1.74 0.55 -1.76
H 2.32 -0.81 -0.84
H 3.50 -1.60 -4.32
H -3.68 -1.75 -0.04
H -2.10 -2.16 0.70
H -3.34 -3.38 0.50
O -3.72 3.47 0.90
C -3.98 4.58 0.45
N -5.03 4.78 -0.38
C -3.15 5.79 0.79
H -5.26 5.68 -0.75
H -5.61 3.99 -0.61
H -2.12 5.61 0.48
H -3.16 5.94 1.87
H -3.51 6.70 0.31
*
```

The following is a quantum chemistry calculation of a single C7H13NO molecule at a distorted geometry, from the OMol25 dataset.

Properties
* SMILES: C=C[C@](C)(N)C(=C)OC
* max |F|: 0.054 hartree/bohr
* orbital gap: 10.4 eV
* LUMO: 0.9866 eV

ORCA input file:
```
! RIJCOSX wB97M-V def2-TZVPD def2/J DEFGRID3
* xyz 0 1
C -2.02 0.18 -0.91
C -1.04 -0.72 -0.69
C 0.50 -0.46 -0.66
C 0.97 0.17 -1.98
N 1.15 -1.78 -0.55
C 0.74 0.38 0.57
C 1.29 1.57 0.80
O 0.11 -0.37 1.67
C -1.05 0.02 2.38
H -1.86 1.25 -0.76
H -3.00 -0.14 -1.25
H -1.31 -1.76 -0.84
H 0.49 1.15 -2.15
H 2.06 0.33 -1.97
H 0.71 -0.47 -2.83
H 2.13 -1.70 -0.80
H 1.13 -2.04 0.44
H 1.36 1.97 1.80
H 1.72 2.16 -0.01
H -1.57 0.87 1.93
H -1.71 -0.86 2.40
H -0.78 0.25 3.41
*
```

The following is a quantum chemistry calculation of 7 unconnected molecules or ions with the total composition C25H60F4N7O11S4 at a distorted geometry, from the OMol25 dataset.

Properties
* max |F|: 0.170 hartree/bohr
* orbital gap: 6.1 eV
* LUMO: -7.4930 eV

ORCA input file:
```
! RIJCOSX wB97M-V def2-TZVPD def2/J DEFGRID3
* xyz 3 1
C -0.60 6.22 -6.54
C -1.61 5.48 -5.67
O -2.73 5.86 -5.50
N -0.99 4.49 -4.78
H -0.51 3.89 -5.45
H -0.24 4.93 -4.25
C -2.01 3.64 -3.94
H -0.99 7.17 -6.90
H -0.46 5.59 -7.41
H 0.38 6.46 -6.11
H -2.99 3.54 -4.41
H -2.08 4.16 -2.99
H -1.70 2.60 -3.80
C -3.14 2.70 4.34
C -3.68 4.05 4.75
O -2.91 4.99 4.85
N -5.13 4.20 5.17
H -5.52 3.28 5.38
H -5.07 4.71 6.04
C -5.86 5.12 4.15
H -3.80 1.89 4.65
H -2.17 2.49 4.78
H -2.95 2.69 3.27
H -5.91 4.65 3.17
H -5.23 6.01 4.17
H -6.88 5.27 4.50
C -4.88 -0.86 1.01
C -5.24 -0.65 -0.48
O -6.24 -1.11 -0.96
N -4.22 0.23 -1.31
H -4.43 1.22 -1.24
H -3.28 0.12 -0.91
C -4.23 -0.05 -2.81
H -4.91 0.13 1.47
H -3.93 -1.38 1.15
H -5.63 -1.50 1.49
H -5.24 0.12 -3.17
H -3.86 -1.05 -3.02
H -3.59 0.73 -3.22
C -1.49 -4.69 -3.93
C -0.93 -3.29 -3.60
C 0.58 -3.19 -4.05
N 1.42 -2.21 -3.22
C 1.75 -2.84 -1.83
C 2.74 -1.68 -3.82
C 2.98 -0.24 -3.36
C 1.54 0.29 -3.10
C 0.60 -0.88 -3.04
H -1.23 -5.01 -4.94
H -2.54 -4.81 -3.63
H -1.07 -5.46 -3.27
H -1.08 -3.06 -2.55
H -1.48 -2.56 -4.20
H 0.71 -2.92 -5.10
H 1.12 -4.13 -3.97
H 2.37 -3.73 -1.88
H 0.81 -3.16 -1.39
H 2.19 -2.05 -1.22
H 3.48 -2.43 -3.55
H 2.70 -1.66 -4.91
H 3.55 -0.18 -2.43
H 3.48 0.31 -4.16
H 1.36 0.79 -2.15
H 1.17 1.08 -3.75
H 0.07 -0.98 -2.10
H -0.08 -0.84 -3.89
C 3.21 1.46 1.54
C 3.48 0.02 2.07
C 4.65 -0.67 1.39
N 4.81 -2.15 1.79
C 3.81 -3.00 1.04
C 4.73 -2.37 3.26
C 5.37 -3.78 3.50
C 6.34 -4.01 2.37
C 6.23 -2.70 1.58
H 2.28 1.91 1.90
H 3.00 1.32 0.48
H 3.97 2.25 1.55
H 2.56 -0.57 2.12
H 3.73 0.11 3.13
H 5.57 -0.10 1.52
H 4.41 -0.65 0.32
H 2.86 -2.48 1.00
H 3.82 -3.99 1.50
H 4.19 -3.09 0.02
H 3.73 -2.33 3.70
H 5.24 -1.51 3.69
H 4.59 -4.53 3.51
H 5.85 -3.73 4.47
H 6.00 -4.82 1.73
H 7.33 -4.22 2.78
H 6.24 -2.89 0.50
H 6.95 -1.93 1.86
N -0.05 -1.08 6.54
S 0.34 -1.01 4.92
O 0.40 0.32 4.26
O -0.06 -2.17 4.15
F 1.90 -1.33 5.15
S -1.42 -0.44 6.31
O -2.33 -1.03 5.34
O -1.49 1.01 6.49
F -2.12 -0.95 7.70
N -1.75 0.01 -0.31
S -1.08 -0.79 0.85
O -1.65 -0.77 2.17
O 0.31 -1.16 0.78
F -1.74 -2.17 0.29
S -1.16 1.50 0.21
O 0.25 1.70 0.13
O -1.85 2.03 1.36
F -1.70 2.27 -1.09
*
```

The following is a quantum chemistry calculation of a molecular structure, C38H40ClGaN2O2P2, from the OMol25 dataset.

Properties
* max |F|: 0.008 hartree/bohr
* orbital gap: 6.6 eV
* LUMO: 0.0352 eV

ORCA input file:
```
! RIJCOSX wB97M-V def2-TZVPD def2/J DEFGRID3
* xyz 0 1
Ga 0.07 -0.66 -0.86
N -0.44 1.32 1.53
P -0.58 -0.40 1.48
C 0.35 -1.01 2.89
C 0.94 -0.18 3.84
C 1.66 -0.73 4.89
C 1.78 -2.10 5.01
C 1.18 -2.94 4.07
C 0.47 -2.40 3.02
C -2.32 -0.67 1.82
C -3.04 0.14 2.71
C -4.38 -0.09 2.92
C -5.02 -1.13 2.24
C -4.31 -1.94 1.37
C -2.96 -1.70 1.16
P -0.92 1.80 -0.08
C -2.65 2.25 0.12
C -3.59 1.55 -0.61
C -4.94 1.84 -0.45
C -5.34 2.82 0.44
C -4.39 3.52 1.18
C -3.05 3.24 1.02
C -0.04 3.36 -0.35
C -0.33 4.02 -1.55
C 0.32 5.19 -1.87
C 1.27 5.73 -1.01
C 1.55 5.08 0.18
C 0.90 3.90 0.51
H 0.52 1.59 1.70
H 0.84 0.89 3.77
H 2.12 -0.08 5.62
H 2.34 -2.53 5.83
H 1.28 -4.01 4.16
H 0.03 -3.05 2.27
H -2.54 0.96 3.21
H -4.94 0.54 3.59
H -6.08 -1.30 2.40
H -4.81 -2.74 0.83
H -2.42 -2.32 0.45
H -3.29 0.74 -1.27
H -5.67 1.28 -1.01
H -6.39 3.04 0.57
H -4.71 4.29 1.88
H -2.30 3.78 1.60
H -1.05 3.60 -2.23
H 0.09 5.69 -2.81
H 1.78 6.65 -1.27
H 2.29 5.49 0.86
H 1.16 3.43 1.45
C 1.30 -3.81 -0.38
C 2.78 -3.38 -0.34
C 3.16 -2.85 1.04
C 3.22 -2.48 -1.48
C 4.17 -2.97 -2.35
C 4.68 -2.21 -3.39
C 4.22 -0.91 -3.54
C 3.27 -0.37 -2.69
C 2.84 1.06 -2.97
C 1.42 1.17 -3.54
C 3.06 2.02 -1.80
C 2.73 -1.15 -1.64
N 1.80 -0.67 -0.73
H 1.16 -4.74 0.18
H 0.95 -3.98 -1.40
H 0.65 -3.06 0.09
H 3.35 -4.31 -0.48
H 2.64 -1.91 1.24
H 4.23 -2.66 1.11
H 2.89 -3.57 1.81
H 4.53 -3.99 -2.21
H 5.42 -2.61 -4.06
H 4.62 -0.30 -4.34
H 3.50 1.41 -3.78
H 0.66 1.07 -2.76
H 1.24 0.41 -4.30
H 1.27 2.15 -4.00
H 2.52 1.67 -0.92
H 2.70 3.02 -2.06
H 4.12 2.09 -1.55
Cl -2.34 -4.42 -1.10
C -2.07 -3.41 -2.55
C -2.41 -1.97 -2.19
O -3.55 -1.56 -2.24
O -1.39 -1.26 -1.78
H -2.74 -3.76 -3.33
H -1.03 -3.52 -2.83
*
```